Below is C40H60CoGeN4P3S as an isolated structure, with properties calculated with ωB97M-V/def2-TZVPD.

Spin multiplicity   5
HOMO-LUMO gap (alpha / beta)   6.319 / 5.189 eV
Molecular weight   853.48 g/mol
Highest occupied orbital energy (alpha / beta)   -12.131 / -12.374 eV
LUMO (alpha / beta)   -5.812 / -7.185 eV
Charge   +2

Cartesian coordinates (Å):
1 C -4.066 0.280 1.893
2 H -2.434 -3.408 -3.377
3 P -1.563 -1.005 -1.650
4 H 3.274 3.185 0.238
5 C -0.450 5.384 -3.918
6 H 1.910 2.758 -7.435
7 H -3.327 -1.998 -3.963
8 N -0.597 1.110 -3.088
9 H 1.865 5.934 -2.972
10 C 3.297 2.696 1.211
11 Ge 0.132 1.827 -1.504
12 H -5.676 2.458 1.162
13 H -3.220 3.011 3.984
14 H 5.812 -0.654 0.565
15 H -2.978 -2.790 -1.015
16 C 0.286 -2.225 -3.490
17 C 2.522 5.120 -2.707
18 H 3.777 -1.772 1.448
19 C 4.756 4.294 -2.204
20 C -0.053 -1.058 1.575
21 H -1.052 4.108 1.042
22 H -3.979 0.442 2.970
23 H 4.978 2.224 -1.806
24 H 1.153 -2.885 -3.574
25 H -3.856 1.368 0.049
26 H -2.542 5.566 -0.683
27 C -1.474 2.128 3.002
28 C -0.169 0.859 -5.530
29 H 5.349 -1.075 -1.090
30 H -1.747 1.187 3.491
31 C 0.748 2.661 -4.269
32 H -1.502 7.160 -4.501
33 H 0.412 0.793 -7.580
34 C -2.208 3.281 3.694
35 C -0.098 -2.082 -2.020
36 C -0.046 1.512 -4.301
37 C 3.914 1.297 1.169
38 C -1.586 3.429 0.366
39 H 2.065 -2.756 -0.060
40 C -1.691 0.167 -3.066
41 N 0.735 3.395 -2.997
42 C -0.252 -3.435 -1.322
43 P 2.798 0.065 0.346
44 H -5.212 -1.845 -1.492
45 C 0.524 1.318 -6.641
46 H -4.727 2.821 2.593
47 H 3.882 3.334 1.877
48 H -1.672 3.559 4.603
49 H 3.269 0.679 3.157
50 H 2.280 2.666 1.596
51 H 2.099 3.979 -5.283
52 C 5.258 -1.371 -0.042
53 C 4.199 0.814 2.595
54 H 0.689 -3.985 -1.371
55 H 2.574 -0.390 -2.023
56 C 1.467 3.103 -5.363
57 H -2.573 3.869 0.216
58 C -3.728 1.558 1.122
59 C -3.247 -2.721 -3.149
60 Co -0.677 0.179 0.193
61 C 3.878 5.352 -2.482
62 C -1.073 4.408 -1.774
63 C -4.671 2.696 1.513
64 C 2.893 2.759 -2.197
65 H 4.858 1.340 0.616
66 H 3.090 -2.429 -1.463
67 S 0.224 -1.945 2.764
68 H 0.342 3.281 2.734
69 H 0.336 2.267 4.168
70 H -0.525 -3.332 -0.268
71 H 0.725 -1.554 -1.521
72 C -1.950 5.482 -1.582
73 H 0.597 1.537 2.579
74 N 2.249 1.640 -1.885
75 H 0.558 -1.264 -3.932
76 H -5.096 -0.020 1.696
77 P -1.917 1.846 1.240
78 H -4.399 3.656 1.073
79 C -4.334 -1.199 -1.471
80 H -1.012 -4.052 -1.802
81 C 3.097 -2.619 -0.386
82 C 1.360 2.421 -6.566
83 C -3.089 -2.029 -1.793
84 H -3.415 -0.557 1.624
85 H 0.139 5.330 -4.825
86 N -0.937 3.303 -0.930
87 C -1.365 6.409 -3.736
88 C 4.289 3.015 -2.067
89 H 4.791 1.562 3.125
90 H 5.812 4.497 -2.079
91 H -2.263 4.175 3.068
92 C -0.293 4.428 -2.933
93 H -1.695 -0.440 -3.969
94 C -2.088 6.460 -2.554
95 C 3.799 -1.500 0.387
96 C 2.975 0.462 -1.467
97 C 0.038 2.306 3.118
98 H 3.623 -3.563 -0.235
99 H -0.797 -0.014 -5.639
100 C 2.049 3.831 -2.636
101 H -4.281 -0.744 -0.483
102 H -0.511 -2.664 -4.092
103 H -4.173 -3.298 -3.145
104 H 5.758 -2.336 0.057
105 H 4.031 0.536 -1.721
106 H 4.754 -0.122 2.626
107 H 4.263 6.360 -2.562
108 H -2.667 0.663 -3.016
109 H -4.497 -0.412 -2.210
110 H -2.784 7.272 -2.386